The following is a DFT calculation (wB97M-V/def2-TZVPD) of a structure of composition C31H29GeINO3Sn in a non-equilibrium geometry.

Structure (XYZ):
```
67
Properties=species:S:1:pos:R:3
Sn 0.588 0.237 0.900
C -3.749 -5.820 3.089
O -3.149 -4.984 2.112
C -2.398 -3.937 2.574
C -2.168 -3.623 3.901
C -1.374 -2.517 4.221
C -0.794 -1.696 3.227
C 0.060 -0.495 3.637
C 0.288 -0.171 5.098
O 0.605 0.262 2.832
C -1.009 -1.993 1.848
O -0.532 -1.327 0.869
C -1.822 -3.129 1.589
H -4.309 -6.600 2.564
H -4.459 -5.261 3.707
H -2.992 -6.315 3.706
H -2.583 -4.208 4.711
H -1.232 -2.330 5.275
H -0.223 -0.804 5.815
H -0.051 0.855 5.278
H 1.361 -0.236 5.303
H -2.007 -3.384 0.544
C 1.957 -1.028 -2.259
Ge 0.588 0.237 -1.698
C -1.098 -0.330 -2.425
C -2.154 -0.668 -1.569
C -3.381 -1.078 -2.101
C -3.554 -1.151 -3.487
C -2.500 -0.814 -4.342
C -1.273 -0.404 -3.812
C 0.963 2.036 -2.324
C 2.111 2.232 -3.105
C 2.435 3.498 -3.593
C 1.618 4.590 -3.309
C 0.465 4.426 -2.530
C -0.352 5.532 -2.248
C -1.501 5.378 -1.472
C -1.844 4.122 -0.971
C -1.042 3.011 -1.242
C 0.124 3.141 -2.026
H 2.007 -1.054 -3.367
H 1.700 -2.038 -1.879
H 2.939 -0.718 -1.848
H -2.027 -0.613 -0.496
H -4.197 -1.338 -1.439
H -4.504 -1.468 -3.897
H -2.635 -0.870 -5.415
H -0.461 -0.143 -4.480
H 2.762 1.403 -3.344
H 3.324 3.632 -4.195
H 1.889 5.565 -3.699
H -0.102 6.516 -2.628
H -2.128 6.234 -1.258
H -2.736 4.009 -0.369
H -1.347 2.061 -0.830
I 2.551 3.283 0.625
C 3.359 1.324 0.802
C 4.840 1.235 0.810
C 5.429 0.040 0.917
C 4.595 -1.169 1.026
C 3.261 -1.046 1.015
N 2.642 0.237 0.900
H 5.440 2.135 0.729
H 6.508 -0.055 0.926
H 5.067 -2.140 1.113
H 2.643 -1.934 1.095
H -0.431 1.661 0.900
```

Total charge: +2
HOMO energy (spin up / spin down), Ha: -0.496 / -0.495
2S+1: 2
E_LUMO (spin up / spin down), eV: -5.975 / -8.863
Orbital gap (spin up / spin down), Ha: 0.2765 / 0.1692

***

The following is a DFT calculation (wB97M-V/def2-TZVPD) of a cluster of 5 separate species, C38H78NO17 in total in a non-equilibrium geometry.

Structure (XYZ):
```
134
Properties=species:S:1:pos:R:3
C 0.335 -7.237 0.068
C 0.872 -5.858 -0.329
C -0.277 -4.852 -0.394
O -0.083 -3.981 -1.508
C -1.135 -3.108 -1.764
C -1.626 -3.260 -3.216
C -2.606 -4.457 -3.340
C -3.869 -4.249 -4.200
C -5.191 -4.148 -3.425
C -5.419 -5.307 -2.445
C -5.492 -4.845 -0.997
O -6.591 -3.972 -0.845
C -6.422 -2.905 0.057
N -2.127 -1.888 -3.550
C -2.123 -1.002 -2.279
C -1.915 0.437 -2.738
C -2.160 1.540 -1.692
C -1.089 2.626 -1.811
C -1.379 3.813 -0.903
C -1.464 3.470 0.583
O -2.795 3.569 1.064
C -3.244 2.457 1.811
C -2.834 2.516 3.270
C -3.472 -1.297 -1.618
O -3.644 -0.654 -0.373
O -4.599 0.399 -0.473
C -0.850 -1.602 -1.640
C -0.385 -1.046 -0.307
C 1.053 -1.515 0.039
C 2.100 -0.370 0.045
C 2.801 -0.366 1.417
C 3.176 -0.565 -1.049
H -0.403 -7.154 0.866
H -0.167 -7.697 -0.784
H 1.136 -7.898 0.385
H 1.317 -5.900 -1.320
H 1.588 -5.538 0.424
H -1.224 -5.393 -0.481
H -0.304 -4.253 0.521
H -1.921 -3.293 -1.025
H -0.729 -3.509 -3.776
H -2.850 -4.810 -2.343
H -2.028 -5.253 -3.804
H -3.972 -5.119 -4.846
H -3.778 -3.397 -4.880
H -5.982 -4.190 -4.173
H -5.304 -3.193 -2.910
H -6.339 -5.845 -2.666
H -4.616 -6.046 -2.494
H -4.546 -4.356 -0.731
H -5.632 -5.713 -0.347
H -7.248 -2.869 0.764
H -5.492 -2.967 0.625
H -6.419 -1.959 -0.497
H -1.378 -1.449 -4.091
H -2.930 -1.818 -4.177
H -0.881 0.536 -3.080
H -2.541 0.642 -3.614
H -3.136 2.003 -1.792
H -2.070 1.100 -0.702
H -1.031 2.979 -2.842
H -0.125 2.215 -1.497
H -0.567 4.533 -1.012
H -2.293 4.334 -1.189
H -0.860 4.197 1.133
H -1.038 2.487 0.813
H -4.333 2.466 1.755
H -2.916 1.511 1.367
H -3.081 3.480 3.710
H -1.772 2.324 3.423
H -3.379 1.758 3.835
H -4.259 -1.012 -2.321
H -3.595 -2.369 -1.449
H -5.447 -0.059 -0.568
H -0.057 -1.396 -2.375
H -1.081 -1.289 0.496
H -0.334 0.036 -0.409
H 1.036 -1.976 1.025
H 1.385 -2.272 -0.666
H 1.627 0.605 -0.078
H 3.398 -1.279 1.469
H 2.088 -0.427 2.238
H 3.456 0.493 1.543
H 2.939 -1.395 -1.714
H 3.290 0.320 -1.675
H 4.145 -0.779 -0.604
C 0.502 9.687 -2.312
O -0.446 9.834 -1.252
C -0.827 8.692 -0.691
O -0.447 7.587 -0.997
O -1.705 8.967 0.266
C -2.204 7.822 0.964
H 0.720 10.682 -2.687
H 1.420 9.235 -1.947
H 0.084 9.088 -3.119
H -1.393 7.293 1.462
H -2.723 7.151 0.283
H -2.900 8.201 1.705
C 2.903 7.380 -0.706
O 3.684 8.107 0.245
C 5.001 8.016 0.054
O 5.543 7.390 -0.818
O 5.607 8.735 0.994
C 7.035 8.733 0.909
H 1.860 7.534 -0.450
H 3.080 7.754 -1.713
H 3.132 6.317 -0.659
H 7.364 9.156 -0.038
H 7.424 7.722 1.020
H 7.387 9.352 1.728
C 3.461 2.581 4.983
O 3.606 2.015 6.285
C 2.941 0.876 6.466
O 2.257 0.319 5.645
O 3.160 0.461 7.709
C 2.503 -0.762 8.053
H 4.041 3.499 4.975
H 3.843 1.902 4.223
H 2.417 2.816 4.781
H 2.845 -1.573 7.413
H 1.424 -0.653 7.971
H 2.773 -0.969 9.083
C 5.527 -4.602 -0.623
O 6.071 -5.209 0.549
C 5.642 -6.450 0.775
O 4.862 -7.059 0.089
O 6.223 -6.896 1.883
C 5.859 -8.230 2.248
H 5.961 -3.608 -0.677
H 5.799 -5.169 -1.511
H 4.443 -4.526 -0.549
H 6.146 -8.933 1.469
H 4.790 -8.298 2.436
H 6.405 -8.452 3.160
```

Total charge: +1
HOMO energy, Ha: -0.419
2S+1: 1
E_LUMO, eV: -2.620
Orbital gap, Ha: 0.3230

***

The following is a DFT calculation (wB97M-V/def2-TZVPD) of a cluster of 6 separate species, C27H71N5O9 in total in a non-equilibrium geometry.

Structure (XYZ):
```
112
Properties=species:S:1:pos:R:3
C -0.924 -3.993 -3.110
O 0.256 -4.049 -2.311
C 1.097 -5.171 -2.754
C 2.559 -4.994 -2.226
C 3.305 -3.757 -2.767
N 3.332 -6.177 -2.452
H -0.715 -3.757 -4.153
H -1.400 -3.054 -2.827
H -1.592 -4.846 -2.986
H 0.625 -6.083 -2.387
H 1.158 -5.292 -3.835
H 2.342 -4.794 -1.176
H 4.208 -3.627 -2.170
H 2.711 -2.861 -2.592
H 3.529 -3.950 -3.816
H 2.984 -6.913 -1.855
H 4.258 -6.030 -2.076
C -10.183 1.573 0.169
O -9.369 0.885 1.155
C -8.348 0.082 0.521
C -7.912 -1.132 1.414
C -7.638 -0.498 2.808
N -6.670 -1.821 0.988
H -10.691 0.871 -0.494
H -9.558 2.156 -0.508
H -10.930 2.164 0.699
H -8.686 -0.411 -0.390
H -7.546 0.785 0.294
H -8.735 -1.822 1.601
H -7.071 -1.094 3.523
H -8.572 -0.329 3.343
H -7.131 0.467 2.836
H -5.848 -1.241 1.072
H -6.456 -2.621 1.566
C -0.830 -3.663 10.518
O -1.255 -2.974 9.303
C -0.594 -1.739 9.227
C -1.103 -1.061 7.944
N -0.710 0.346 8.003
C -0.800 1.011 6.696
C -0.451 2.490 6.780
O 0.929 2.738 6.426
C 1.332 4.098 6.277
H 0.224 -3.921 10.416
H -1.383 -4.582 10.715
H -0.953 -3.060 11.417
H 0.493 -1.796 9.183
H -0.789 -1.156 10.128
H -2.191 -1.050 8.013
H -0.843 -1.554 7.008
H 0.259 0.427 8.275
H -1.832 0.935 6.353
H -0.136 0.488 6.008
H -0.674 2.987 7.724
H -1.019 2.992 5.996
H 0.959 4.649 7.140
H 1.006 4.592 5.362
H 2.412 4.202 6.176
C 8.313 0.578 1.837
O 9.649 0.166 1.752
C 10.518 1.077 1.209
C 11.928 0.500 1.008
N 12.591 0.253 2.251
C 13.791 -0.593 2.110
C 14.134 -1.317 3.430
O 13.074 -2.273 3.662
C 13.166 -2.882 4.967
H 7.902 0.656 0.830
H 8.159 1.503 2.394
H 7.739 -0.197 2.343
H 10.667 1.919 1.885
H 10.282 1.342 0.178
H 12.542 1.200 0.442
H 11.716 -0.341 0.347
H 12.058 -0.232 2.958
H 14.591 0.037 1.722
H 13.605 -1.360 1.358
H 14.237 -0.656 4.290
H 15.094 -1.818 3.306
H 13.013 -2.153 5.763
H 14.213 -3.169 5.064
H 12.402 -3.650 5.081
C -4.001 2.586 -7.624
O -5.423 2.254 -7.483
C -5.845 1.265 -8.444
C -6.077 1.910 -9.750
N -7.237 2.836 -9.691
C -7.314 3.649 -10.928
C -8.385 4.744 -10.679
O -7.783 5.772 -9.898
C -8.468 6.973 -9.911
H -3.835 3.161 -6.713
H -3.905 3.338 -8.406
H -3.334 1.738 -7.779
H -6.736 0.741 -8.096
H -5.152 0.425 -8.498
H -6.270 1.094 -10.447
H -5.216 2.471 -10.113
H -7.203 3.387 -8.845
H -7.771 3.073 -11.733
H -6.336 4.003 -11.251
H -9.305 4.382 -10.220
H -8.648 5.090 -11.678
H -9.551 6.867 -9.849
H -8.259 7.405 -10.890
H -8.025 7.625 -9.159
C -0.581 0.451 0.246
O -0.928 -0.757 0.957
H 0.421 0.378 -0.177
H -1.333 0.597 -0.529
H -0.617 1.336 0.882
H -0.706 -1.449 0.329
```

Total charge: 0
HOMO energy, Ha: -0.318
Energy relative to the best compared isomer or geometry (same formula, charge and spin), kJ/mol: 106.1
2S+1: 1
SMILES: COC[C@H](C)N.COC[C@H](C)N.COCCNCCOC.COCCNCCOC.COCCNCCOC.CO
E_LUMO, eV: 0.575
Orbital gap, Ha: 0.3395

***

The following is a DFT calculation (wB97M-V/def2-TZVPD) of a structure of composition C23H18N3O5PdSb.

Structure (XYZ):
```
51
Properties=species:S:1:pos:R:3
Pd -0.157 -0.012 -0.436
C 0.375 1.956 -2.696
C 1.497 0.968 -2.636
C 2.289 0.719 -3.750
C 3.306 -0.223 -3.697
C 3.517 -0.881 -2.496
C 2.696 -0.590 -1.412
N 1.688 0.297 -1.469
Sb 3.112 -1.657 0.403
C 1.269 -2.777 0.466
C 1.345 -4.162 0.371
C 0.162 -4.889 0.351
C -1.035 -4.203 0.439
C -1.036 -2.811 0.531
C -2.318 -2.041 0.580
N 0.114 -2.115 0.532
C 2.694 -0.138 1.870
C 3.768 0.520 2.471
C 3.493 1.549 3.359
C 2.173 1.879 3.621
C 1.155 1.152 3.006
C -0.299 1.422 3.240
N 1.432 0.161 2.154
H 0.574 2.730 -3.444
H 0.217 2.397 -1.709
H -0.559 1.445 -2.942
H 2.096 1.276 -4.659
H 3.923 -0.427 -4.565
H 4.312 -1.612 -2.388
H 2.310 -4.651 0.310
H 0.175 -5.971 0.269
H -1.981 -4.732 0.432
H -3.119 -2.639 1.022
H -2.605 -1.746 -0.435
H -2.184 -1.105 1.126
H 4.787 0.240 2.232
H 4.300 2.092 3.840
H 1.924 2.681 4.305
H -0.451 2.249 3.934
H -0.785 0.525 3.629
H -0.808 1.626 2.293
O -6.119 2.578 -1.652
C -5.027 2.060 -1.442
C -4.145 2.311 -0.262
O -4.388 3.078 0.671
C -2.950 1.471 -0.432
C -3.058 0.728 -1.679
O -2.191 -0.065 -2.107
C -4.343 1.062 -2.321
O -4.783 0.611 -3.378
O -1.981 1.394 0.362
```

Total charge: -2
HOMO energy (spin up / spin down), Ha: 0.005 / 0.005
Energy relative to the best compared isomer or geometry (same formula, charge and spin), kJ/mol: 82.8
2S+1: 1
E_LUMO (spin up / spin down), eV: 4.369 / 4.369
Orbital gap (spin up / spin down), Ha: 0.1553 / 0.1554

***

The following is a DFT calculation (wB97M-V/def2-TZVPD) of a cluster of 5 separate species, H10O5 in total.

Structure (XYZ):
```
15
Properties=species:S:1:pos:R:3
O -0.860 0.289 1.032
H -0.615 1.124 0.635
H -0.059 -0.234 1.007
O -0.383 1.289 -4.517
H -0.929 1.987 -4.878
H 0.079 1.699 -3.785
O -3.840 -3.139 0.608
H -3.699 -2.192 0.627
H -4.791 -3.239 0.560
O 1.922 3.199 -1.224
H 2.183 3.703 -0.453
H 2.699 3.197 -1.784
O 2.775 -2.376 3.714
H 3.142 -2.085 4.548
H 2.375 -3.224 3.910
```

Total charge: 0
HOMO energy, Ha: -0.415
Energy relative to the best compared isomer or geometry (same formula, charge and spin), kJ/mol: 135.1
2S+1: 1
SMILES: O.O.O.O.O
E_LUMO, eV: 0.493
Orbital gap, Ha: 0.4329

***

The following is a DFT calculation (wB97M-V/def2-TZVPD) of a cluster of 2 separate species, C9H14 in total in a non-equilibrium geometry.

Structure (XYZ):
```
23
Properties=species:S:1:pos:R:3
C -2.158 -1.110 -1.785
C -0.946 -0.235 -1.594
C 0.144 -0.685 -0.862
C 1.301 0.101 -0.771
C 1.346 1.290 -1.457
C 0.305 1.736 -2.277
C -0.842 0.958 -2.328
H -2.387 -1.265 -2.841
H -3.075 -0.659 -1.409
H -1.896 -2.075 -1.352
H 0.076 -1.669 -0.417
H 2.143 -0.233 -0.184
H 2.276 1.852 -1.444
H 0.396 2.662 -2.822
H -1.650 1.253 -2.987
C 0.262 -0.872 2.709
C 0.840 0.432 3.355
H 1.076 -1.257 2.078
H 0.420 -1.568 3.535
H -0.653 -0.856 2.138
H 1.927 0.401 3.310
H 0.585 0.396 4.415
H 0.510 1.403 2.991
```

Total charge: 0
HOMO energy, Ha: -0.331
Energy relative to the best compared isomer or geometry (same formula, charge and spin), kJ/mol: 63.9
2S+1: 1
SMILES: Cc1ccccc1.CC
E_LUMO, eV: 1.014
Orbital gap, Ha: 0.3685

***

The following is a DFT calculation (wB97M-V/def2-TZVPD) of the ion C8H22N3 with charge +1 in a non-equilibrium geometry.

Structure (XYZ):
```
33
Properties=species:S:1:pos:R:3
C -1.154 -2.067 -0.041
C -0.564 -0.737 -0.454
C 0.812 -0.633 0.371
N 1.677 -1.809 -0.046
N 1.495 0.593 0.062
C 2.505 0.981 1.223
C 2.099 0.580 -1.236
N -1.434 0.456 -0.070
C -1.173 0.782 1.363
C -1.197 1.603 -0.948
C -2.735 0.028 -0.217
H -1.634 -2.030 0.878
H -1.763 -2.510 -0.815
H -0.172 -2.703 0.080
H -0.454 -0.779 -1.535
H 0.663 -0.751 1.472
H 2.642 -1.649 0.384
H 1.864 -2.006 -1.021
H 2.755 -0.040 1.560
H 3.355 1.504 0.714
H 1.857 1.493 1.927
H 1.336 0.041 -1.756
H 2.300 1.700 -1.691
H 3.084 0.099 -1.185
H -1.511 -0.135 1.963
H -0.129 1.023 1.379
H -1.658 1.737 1.731
H -1.498 2.427 -0.382
H -0.238 1.566 -1.287
H -1.823 1.584 -1.852
H -2.923 -0.396 -1.138
H -2.941 -0.862 0.519
H -3.444 0.909 0.046
```

Total charge: +1
HOMO energy, Ha: -0.442
Energy relative to the best compared isomer or geometry (same formula, charge and spin), kJ/mol: 471.0
2S+1: 1
SMILES: C[C@H]([C@@H](N)N(C)C)[N+](C)(C)C
E_LUMO, eV: -2.422
Orbital gap, Ha: 0.3528

***

The following is a DFT calculation (wB97M-V/def2-TZVPD) of a structure of composition F36Na5P6 in a non-equilibrium geometry.

Structure (XYZ):
```
47
Properties=species:S:1:pos:R:3
Na -1.212 2.756 4.009
Na -3.885 -1.622 -2.709
Na 0.535 3.494 -3.167
Na 1.093 -5.354 2.331
Na 5.868 1.229 1.350
P -4.097 -5.881 -0.128
F -5.254 -6.335 0.922
F -5.187 -5.071 -1.138
F -3.847 -4.518 0.748
F -2.911 -5.357 -1.085
F -2.969 -6.674 0.735
F -4.360 -7.234 -0.953
P 1.283 -0.365 0.033
F 0.264 -0.080 -1.214
F 0.522 -1.711 0.298
F 2.414 -1.199 -0.712
F 2.302 -0.417 1.364
F 1.922 1.102 -0.316
F 0.127 0.399 0.925
P 6.837 -4.043 3.876
F 5.407 -4.499 3.202
F 6.543 -4.870 5.204
F 7.387 -5.371 3.104
F 8.342 -3.691 4.431
F 7.149 -3.091 2.587
F 6.094 -2.733 4.477
P -6.069 1.406 2.372
F -6.867 1.588 3.791
F -7.093 2.277 1.477
F -5.092 2.729 2.557
F -5.112 1.053 1.021
F -4.903 0.506 3.018
F -6.929 0.034 2.114
P -4.231 3.293 -4.802
F -3.208 2.155 -4.228
F -3.069 4.351 -4.559
F -3.657 2.905 -6.342
F -5.123 4.532 -5.364
F -5.366 2.186 -5.100
F -4.864 3.488 -3.327
P 5.884 5.473 -1.535
F 4.426 5.362 -2.264
F 6.192 3.977 -1.911
F 6.409 6.018 -2.959
F 7.352 5.728 -0.833
F 5.584 7.025 -1.252
F 5.373 5.052 -0.044
```

Total charge: -1
HOMO energy, Ha: -0.338
2S+1: 1
E_LUMO, eV: -1.827
Orbital gap, Ha: 0.2713

***

The following is a DFT calculation (wB97M-V/def2-TZVPD) of a cluster of 2 separate species, C4H12NP in total in a non-equilibrium geometry.

Structure (XYZ):
```
18
Properties=species:S:1:pos:R:3
C 1.345 -1.100 -2.659
C -1.659 1.386 0.039
C 0.109 0.927 2.255
C 1.835 -1.511 -1.485
N -0.156 -1.051 0.582
P -1.059 0.089 1.153
H -2.301 -0.063 1.875
H 0.710 -0.192 -2.777
H 1.558 -1.474 -3.703
H -2.502 1.027 -0.532
H -0.841 1.435 -0.744
H -1.877 2.405 0.599
H 0.267 0.235 3.155
H -0.276 1.918 2.392
H 1.133 0.938 2.012
H 2.424 -2.440 -1.362
H 1.596 -1.142 -0.447
H -0.304 -1.386 -0.353
```

Total charge: 0
HOMO energy (spin up / spin down), Ha: -0.192 / -0.322
Energy relative to the best compared isomer or geometry (same formula, charge and spin), kJ/mol: 456.5
2S+1: 3
E_LUMO (spin up / spin down), eV: 0.966 / -1.864
Orbital gap (spin up / spin down), Ha: 0.2279 / 0.2537